No. 1
Molecular formula: CH6ClNOP4
Method: DFT, ωB97M-V/def2-TZVPD

Properties
Lowest unoccupied orbital energy (spin up / spin down) (eV): -0.2 / -3.3
M (u): 207.414
Spin multiplicity: 3
Frontier orbital gap (spin up / spin down) (eV): 4.5 / 5.8

The geometry in XYZ format:
```
14
CH6ClNOP4 ωB97M-V/def2-TZVPD
C 1.92 -1.28 0.37
N 0.72 -0.90 0.46
O -0.30 -1.73 -0.11
P 0.25 2.71 0.37
P -1.83 -1.28 0.03
P -0.66 1.16 -0.93
P -2.23 0.69 0.54
Cl 3.39 0.05 0.52
H 2.35 -2.26 0.19
H 0.92 3.10 -0.74
H 1.37 1.82 0.88
H -2.39 -2.16 1.11
H -2.12 -1.99 -1.28
H -1.39 2.07 -1.42
```

=====

No. 2
Molecular formula: C10H16Cl18
Method: DFT, ωB97M-V/def2-TZVPD

Properties
Lowest unoccupied orbital energy (eV): 0.3
M (u): 774.392
Spin multiplicity: 1
ΔE to the lowest compared entry with this formula, charge and spin (eV): 0.000
Frontier orbital gap (eV): 11.2
Structure (SMILES): ClC(Cl)Cl.ClC(Cl)Cl.ClC(Cl)Cl.ClC(Cl)Cl.ClCCCl.ClCCCl.ClCCCl

The geometry in XYZ format:
```
44
C10H16Cl18 ωB97M-V/def2-TZVPD
Cl 20.37 -23.89 23.67
C 20.32 -24.05 21.88
C 21.74 -24.17 21.36
Cl 21.71 -24.27 19.56
H 19.74 -23.22 21.48
H 19.77 -24.97 21.67
H 22.25 -25.02 21.79
H 22.26 -23.24 21.56
Cl 28.08 -24.47 26.36
C 29.68 -23.82 25.95
C 30.64 -23.93 27.10
Cl 32.30 -23.65 26.59
H 29.47 -22.79 25.64
H 30.03 -24.34 25.06
H 30.66 -24.95 27.48
H 30.43 -23.26 27.94
Cl 26.22 -21.51 25.18
C 25.54 -20.55 23.87
C 24.02 -20.70 23.68
Cl 23.15 -20.58 25.24
H 26.03 -20.87 22.96
H 25.77 -19.51 24.08
H 23.83 -21.68 23.26
H 23.68 -19.88 23.06
C 24.63 -24.68 25.49
Cl 24.73 -24.69 23.66
Cl 24.87 -26.33 26.03
Cl 23.13 -23.98 25.99
H 25.46 -24.06 25.81
C 24.17 -29.13 23.75
Cl 24.33 -30.41 24.93
Cl 23.22 -29.58 22.33
Cl 25.79 -28.54 23.24
H 23.72 -28.25 24.18
C 28.05 -27.92 26.65
Cl 28.85 -27.57 28.18
Cl 27.19 -29.45 26.64
Cl 29.22 -27.90 25.31
H 27.37 -27.09 26.50
C 21.86 -27.29 27.29
Cl 20.51 -27.12 28.45
Cl 21.26 -27.45 25.66
Cl 22.90 -28.66 27.75
H 22.43 -26.39 27.40
```

=====

No. 3
Molecular formula: C10H15NO
Method: DFT, ωB97M-V/def2-TZVPD

Properties
Lowest unoccupied orbital energy (eV): 0.8
M (u): 165.236
Spin multiplicity: 1
ΔE to the lowest compared entry with this formula, charge and spin (eV): 0.366
Frontier orbital gap (eV): 9.8
Structure (SMILES): Cc1ccccc1.CCC(N)=O

The geometry in XYZ format:
```
27
C10H15NO ωB97M-V/def2-TZVPD
C -1.65 2.35 2.26
C -1.81 0.91 2.83
C -1.59 2.31 0.75
O -2.41 1.69 0.10
N -0.70 3.16 0.16
H -2.40 3.06 2.60
H -0.69 2.72 2.64
H -1.45 0.17 2.13
H -2.86 0.73 3.04
H -0.39 3.10 -0.80
H -0.05 3.67 0.73
H -1.32 0.92 3.80
C 0.52 -3.68 -0.66
C 0.51 0.07 -1.33
C 0.15 -1.20 -0.88
C 1.71 0.23 -2.00
C 0.95 -2.30 -1.13
C 2.57 -0.86 -2.15
C 2.18 -2.12 -1.77
H -0.18 0.88 -1.21
H -0.81 -1.26 -0.38
H 2.09 1.20 -2.29
H 3.47 -0.69 -2.73
H 0.93 -3.87 0.32
H 0.96 -4.45 -1.30
H 2.82 -2.97 -1.95
H -0.55 -3.76 -0.77
```

=====

No. 4
Molecular formula: C2H7N2S
Method: DFT, ωB97M-V/def2-TZVPD

Properties
Lowest unoccupied orbital energy (spin up / spin down) (eV): 0.7 / -2.5
M (u): 91.159
Spin multiplicity: 2
ΔE to the lowest compared entry with this formula, charge and spin (eV): 0.721
Frontier orbital gap (spin up / spin down) (eV): 9.6 / 6.4

The geometry in XYZ format:
```
12
C2H7N2S ωB97M-V/def2-TZVPD
C 2.00 2.02 -0.46
S 1.21 1.14 0.89
H 2.72 1.41 -1.00
H 2.33 3.03 -0.22
H 1.20 2.23 -1.17
N -0.92 -0.95 -0.37
C -1.51 -1.28 0.83
N -2.27 -2.30 1.00
H -1.46 -1.36 -1.09
H -0.17 -0.27 -0.27
H -1.05 -0.84 1.72
H -2.08 -2.84 0.15
```

=====

No. 5
Molecular formula: C17H20BrFN6O2
Method: DFT, ωB97M-V/def2-TZVPD

Properties
Lowest unoccupied orbital energy (eV): 0.2
M (u): 439.289
Spin multiplicity: 1
ΔE to the lowest compared entry with this formula, charge and spin (eV): 0.231
Frontier orbital gap (eV): 9.3
Structure (SMILES): O=C(NCC[C@@H](F)Cn1cc(C2(C3CC3)CC2)nn1)c1ncnc(O)c1Br

The geometry in XYZ format:
```
47
C17H20BrFN6O2 ωB97M-V/def2-TZVPD
O -1.40 1.43 0.20
C -0.85 2.48 0.48
N -0.64 2.92 1.74
C -1.16 2.21 2.90
C -0.58 0.81 3.04
C 0.93 0.78 3.11
F 1.34 1.38 4.31
C 1.51 -0.63 3.10
N 1.27 -1.26 1.82
C 0.24 -2.03 1.43
C 0.40 -2.17 0.07
C -0.44 -2.89 -0.92
C 0.24 -4.06 -1.56
C -0.15 -4.59 -2.90
C 1.15 -3.86 -2.73
C -1.92 -2.96 -0.65
C -1.39 -2.03 -1.71
N 1.52 -1.48 -0.28
N 2.03 -0.93 0.77
C -0.33 3.42 -0.59
N -0.52 4.72 -0.33
C -0.13 5.57 -1.26
N 0.44 5.26 -2.42
C 0.67 3.98 -2.64
O 1.28 3.64 -3.78
C 0.31 2.98 -1.73
Br 0.79 1.20 -2.04
H -0.35 3.88 1.83
H -0.92 2.81 3.77
H -2.25 2.13 2.83
H -0.98 0.35 3.95
H -0.90 0.21 2.19
H 1.38 1.36 2.30
H 2.59 -0.58 3.26
H 1.06 -1.24 3.88
H -0.50 -2.41 2.11
H 0.56 -4.81 -0.84
H -0.12 -5.67 -3.04
H -0.94 -4.10 -3.45
H 1.22 -2.86 -3.12
H 2.07 -4.43 -2.78
H -2.42 -3.86 -0.98
H -2.31 -2.52 0.25
H -1.39 -0.97 -1.49
H -1.57 -2.28 -2.75
H -0.30 6.63 -1.07
H 1.45 4.46 -4.26
```

=====

No. 6
Molecular formula: C11H6N2O6Zn
Method: DFT, ωB97M-V/def2-TZVPD

Properties
Lowest unoccupied orbital energy (eV): -8.7
Total charge: +2
M (u): 327.567
Spin multiplicity: 1
ΔE to the lowest compared entry with this formula, charge and spin (eV): 0.760
Frontier orbital gap (eV): 7.3

The geometry in XYZ format:
```
26
C11H6N2O6Zn ωB97M-V/def2-TZVPD
O 0.11 -3.23 -0.50
C 0.07 -2.09 -0.32
Zn 0.01 0.10 0.01
O 2.09 0.45 -2.44
C 1.34 0.29 -1.57
C -1.33 -0.30 1.58
O -2.08 -0.44 2.44
C 1.60 -0.16 1.34
O 2.48 -0.23 2.07
C -1.59 0.13 -1.36
O -2.48 0.24 -2.07
N 2.18 6.19 1.32
C 2.29 4.86 0.99
O 3.37 4.28 0.85
C 1.00 4.19 0.77
C -0.30 4.73 0.85
C -1.45 3.97 0.67
C -1.33 2.63 0.41
N -0.09 2.18 0.33
C 1.08 2.82 0.48
H 3.07 6.66 1.48
H 1.36 6.75 1.47
H -0.40 5.80 1.07
H -2.43 4.35 0.74
H -2.17 1.92 0.28
H 2.00 2.23 0.38
```

=====

No. 7
Molecular formula: C35H29Cl2F4N9O3S3Ta
Method: DFT, ωB97M-V/def2-TZVPD

Properties
Lowest unoccupied orbital energy (eV): -10.4
Total charge: +3
M (u): 1047.724
Spin multiplicity: 1
ΔE to the lowest compared entry with this formula, charge and spin (eV): 0.138
Frontier orbital gap (eV): 5.0

The geometry in XYZ format:
```
86
C35H29Cl2F4N9O3S3Ta ωB97M-V/def2-TZVPD
Ta -0.80 -0.12 -0.03
N -0.17 -2.11 0.85
C -0.24 -2.38 2.30
C -1.65 -2.08 2.71
N -1.96 -0.73 2.20
C -1.86 0.36 3.21
C -0.61 1.15 2.93
N -0.71 1.57 1.51
H -0.70 -2.82 0.34
H 0.81 -2.24 0.55
H 0.48 -1.72 2.80
H 0.06 -3.41 2.50
H -1.79 -2.14 3.79
H -2.34 -2.78 2.25
H -2.91 -0.73 1.85
H -1.87 -0.04 4.22
H -2.74 1.00 3.11
H 0.29 0.54 3.06
H -0.50 2.02 3.58
H 0.03 2.24 1.31
H -1.59 2.10 1.42
Cl 0.89 1.79 -2.44
C 0.16 3.39 -2.22
Cl -0.94 3.35 -0.83
H -0.42 3.63 -3.11
H 0.94 4.11 -2.02
C 3.32 -3.14 -3.03
N 2.05 -2.40 -2.85
C 1.20 -2.21 -3.88
C -0.01 -1.56 -3.74
C -0.26 -1.10 -2.45
O -1.29 -0.44 -2.00
N 0.59 -1.27 -1.45
C 1.75 -1.98 -1.57
O 2.43 -2.25 -0.59
H 3.38 -3.47 -4.06
H 3.34 -3.99 -2.36
H 4.15 -2.48 -2.80
H 1.52 -2.60 -4.83
H -0.69 -1.42 -4.56
F 4.15 0.11 -0.95
C 5.16 0.44 -0.13
C 6.43 0.27 -0.55
F 6.65 -0.23 -1.74
C 7.56 0.64 0.29
C 7.20 1.20 1.57
C 5.92 1.36 1.97
F 5.65 1.87 3.16
C 4.82 0.97 1.15
C 3.50 1.13 1.56
C 2.37 0.69 0.86
N 1.31 0.41 0.49
C 3.05 1.75 2.77
N 2.48 2.22 3.66
F 8.16 1.56 2.39
C 8.86 0.48 -0.11
C 9.98 0.85 0.68
N 10.93 1.13 1.27
C 9.22 -0.10 -1.37
N 9.54 -0.58 -2.36
O -2.55 0.32 -0.08
C -4.03 0.41 -0.35
C -4.51 -1.02 -0.27
C -5.78 -1.49 -0.17
C -5.87 -2.91 -0.27
C -4.67 -3.50 -0.45
S -3.41 -2.33 -0.56
C -4.24 0.98 -1.72
C -4.02 2.26 -2.17
C -4.29 2.41 -3.55
C -4.71 1.24 -4.12
S -4.78 -0.03 -3.00
C -4.53 1.24 0.82
C -5.27 0.82 1.89
C -5.44 1.84 2.88
C -4.81 2.99 2.56
S -4.03 2.88 1.03
H -6.65 -0.85 -0.07
H -6.80 -3.45 -0.20
H -4.44 -4.55 -0.56
H -3.70 3.09 -1.56
H -4.21 3.34 -4.08
H -5.03 1.08 -5.14
H -5.69 -0.16 1.99
H -6.03 1.71 3.77
H -4.79 3.93 3.10
```

=====

No. 8
Molecular formula: C13H16N5S2SeZr
Method: DFT, ωB97M-V/def2-TZVPD

Properties
Lowest unoccupied orbital energy (eV): -11.8
Total charge: +3
M (u): 476.624
Spin multiplicity: 1
ΔE to the lowest compared entry with this formula, charge and spin (eV): 0.000
Frontier orbital gap (eV): 5.9

The geometry in XYZ format:
```
38
C13H16N5S2SeZr ωB97M-V/def2-TZVPD
Zr -1.19 0.18 -0.67
C 3.53 3.28 0.38
S 2.79 2.70 -1.17
C 1.28 2.14 -0.64
S 0.27 1.49 -2.01
N 0.85 2.19 0.58
N -0.41 1.66 0.72
C -1.13 2.07 1.71
C -2.51 1.59 1.76
C -3.41 1.98 2.73
C -4.72 1.51 2.65
C -5.09 0.68 1.62
C -4.13 0.32 0.67
N -2.87 0.77 0.73
H 4.52 3.64 0.09
H 3.62 2.46 1.08
H 2.94 4.09 0.79
H -0.73 2.78 2.43
H -3.09 2.63 3.53
H -5.45 1.81 3.40
H -6.10 0.30 1.52
H -4.40 -0.33 -0.15
C 2.71 -3.47 -1.38
N 1.59 -3.02 -2.22
C 1.53 -3.24 -3.58
C 0.36 -2.75 -4.03
N -0.31 -2.25 -2.93
C -1.63 -1.65 -2.96
C 0.46 -2.43 -1.83
Se -0.02 -2.01 -0.05
H 3.63 -3.06 -1.78
H 2.74 -4.55 -1.38
H 2.56 -3.11 -0.36
H 2.33 -3.74 -4.11
H -0.06 -2.72 -5.03
H -2.16 -1.98 -3.85
H -1.58 -0.55 -3.06
H -2.22 -1.99 -2.10
```

=====

No. 9
Molecular formula: C7H12IO5
Method: DFT, ωB97M-V/def2-TZVPD

Properties
Lowest unoccupied orbital energy (eV): 1.3
Total charge: -1
M (u): 303.072
Spin multiplicity: 1
ΔE to the lowest compared entry with this formula, charge and spin (eV): 0.198
Frontier orbital gap (eV): 5.2

The geometry in XYZ format:
```
25
C7H12IO5 ωB97M-V/def2-TZVPD
C -2.11 0.16 -2.73
C -1.17 -0.60 -1.78
C -1.73 -2.00 -1.52
C -1.04 0.24 -0.52
O 0.15 -0.05 0.22
C 0.14 -1.24 0.84
O -0.78 -1.69 1.49
O 1.26 -1.97 0.67
I 2.92 -1.03 0.01
H -3.06 0.30 -2.23
H -2.29 -0.43 -3.62
H -1.70 1.12 -3.02
H -0.20 -0.67 -2.26
H -0.92 -2.70 -1.33
H -2.28 -2.36 -2.39
H -2.37 -2.04 -0.64
H -1.92 0.14 0.10
H -0.97 1.28 -0.80
C 2.12 1.48 2.88
C 3.20 2.57 2.66
O 3.04 3.30 1.66
O 4.12 2.59 3.50
H 1.35 1.51 2.11
H 2.60 0.49 2.87
H 1.65 1.60 3.86
```

=====

No. 10
Molecular formula: C19H24NO4P
Method: DFT, ωB97M-V/def2-TZVPD

Properties
Lowest unoccupied orbital energy (eV): 0.7
M (u): 361.378
Spin multiplicity: 1
Frontier orbital gap (eV): 8.2
Structure (SMILES): CCOc1ccc([C@H](Nc2ccc(C)cc2)P2(=O)OCCCO2)cc1

The geometry in XYZ format:
```
49
C19H24NO4P ωB97M-V/def2-TZVPD
C 5.44 2.10 1.16
C 4.41 3.13 0.73
O 3.62 2.70 -0.37
C 2.62 1.80 -0.17
C 2.21 1.29 1.06
C 1.16 0.39 1.12
C 0.51 -0.03 -0.03
C 0.92 0.48 -1.26
C 1.96 1.39 -1.33
H 2.28 1.79 -2.28
H 0.41 0.19 -2.17
C -0.59 -1.05 0.09
N -1.62 -0.64 1.01
C -2.76 0.03 0.61
C -2.80 0.78 -0.56
C -3.95 1.47 -0.91
C -5.09 1.43 -0.11
C -5.03 0.69 1.07
C -3.89 0.00 1.42
H -3.87 -0.58 2.33
H -5.90 0.65 1.71
C -6.34 2.16 -0.49
H -7.11 1.45 -0.80
H -6.16 2.84 -1.32
H -6.73 2.73 0.35
H -3.97 2.05 -1.82
H -1.93 0.86 -1.19
H -1.71 -1.23 1.82
H -1.02 -1.27 -0.90
H 0.85 -0.01 2.07
H 2.69 1.59 1.98
H 4.91 4.03 0.36
H 3.77 3.42 1.57
H 4.96 1.19 1.50
H 6.05 2.50 1.96
H 6.09 1.85 0.32
P 0.12 -2.62 0.83
O -0.32 -2.85 2.19
O -0.29 -3.82 -0.16
C 0.52 -4.18 -1.27
C 1.48 -3.06 -1.67
C 2.41 -2.72 -0.51
H 3.14 -3.52 -0.37
H 2.94 -1.78 -0.72
O 1.72 -2.57 0.72
H 0.90 -2.18 -1.94
H 2.07 -3.37 -2.53
H 1.09 -5.08 -1.00
H -0.16 -4.43 -2.09
```

=====

No. 11
Molecular formula: C20H23N3O3S
Method: DFT, ωB97M-V/def2-TZVPD

Properties
Lowest unoccupied orbital energy (eV): 0.5
M (u): 385.489
Spin multiplicity: 1
ΔE to the lowest compared entry with this formula, charge and spin (eV): 1.862
Frontier orbital gap (eV): 8.3
Structure (SMILES): O=C1CCCN1c1ccc(S(=O)(=O)N2CCN(c3ccccc3)CC2)cc1

The geometry in XYZ format:
```
50
C20H23N3O3S ωB97M-V/def2-TZVPD
O -3.86 -0.91 2.00
C -4.33 -0.79 0.90
N -3.84 0.01 -0.11
C -2.70 0.81 -0.05
C -2.20 1.25 1.18
C -1.08 2.05 1.23
C -0.45 2.43 0.05
C -0.94 2.01 -1.17
C -2.06 1.21 -1.23
H -2.43 0.89 -2.19
H -0.44 2.34 -2.07
S 1.07 3.37 0.13
O 1.12 4.09 1.36
O 1.25 4.07 -1.11
N 2.26 2.20 0.20
C 2.47 1.44 -1.01
H 2.47 2.14 -1.84
C 3.82 0.70 -0.91
N 3.83 -0.16 0.26
C 3.33 -1.45 0.15
C 3.72 -2.26 -0.92
C 3.29 -3.56 -1.03
C 2.46 -4.12 -0.07
C 2.08 -3.34 1.01
C 2.50 -2.03 1.12
H 2.17 -1.46 1.98
H 1.44 -3.76 1.77
H 2.12 -5.14 -0.16
H 3.61 -4.16 -1.88
H 4.39 -1.86 -1.67
C 3.60 0.63 1.45
H 3.64 -0.01 2.33
C 2.27 1.39 1.39
H 2.16 2.07 2.24
H 1.43 0.68 1.38
H 4.41 1.36 1.52
H 3.98 0.13 -1.81
H 4.62 1.44 -0.80
H 1.67 0.70 -1.15
H -0.68 2.40 2.17
H -2.69 0.95 2.09
C -4.60 -0.14 -1.34
C -5.94 -0.72 -0.88
C -5.54 -1.52 0.36
H -6.32 -1.58 1.12
H -5.24 -2.53 0.11
H -6.41 -1.33 -1.65
H -6.62 0.08 -0.60
H -4.72 0.83 -1.84
H -4.09 -0.83 -2.02
```

=====

No. 12
Molecular formula: C4H12N4
Method: DFT, ωB97M-V/def2-TZVPD

Properties
Lowest unoccupied orbital energy (eV): -9.1
Total charge: +2
M (u): 116.168
Spin multiplicity: 1
ΔE to the lowest compared entry with this formula, charge and spin (eV): 4.605
Frontier orbital gap (eV): 9.0
Structure (SMILES): C/[NH+]=N/C/C(C)=[NH+]\N

The geometry in XYZ format:
```
20
C4H12N4 ωB97M-V/def2-TZVPD
C -0.32 -0.82 0.03
C -1.37 0.19 -0.37
C -1.08 0.89 -1.64
C 3.49 0.04 0.23
N -2.28 0.48 0.50
N 1.24 0.04 0.02
N -2.79 0.04 1.66
N 2.22 -0.60 0.14
H -0.52 -1.28 1.00
H -0.15 -1.65 -0.71
H -1.47 0.13 -2.37
H 0.01 1.06 -1.79
H -1.72 1.76 -1.81
H 4.47 -0.67 0.27
H 3.70 0.68 -0.63
H 3.46 0.73 1.08
H -2.92 1.14 0.15
H -3.77 0.25 1.85
H -2.55 -0.76 2.22
H 2.36 -1.65 0.19
```

=====

No. 13
Molecular formula: C6H6N3S
Method: DFT, ωB97M-V/def2-TZVPD

Properties
Lowest unoccupied orbital energy (eV): -6.2
Total charge: +1
M (u): 152.202
Spin multiplicity: 1
ΔE to the lowest compared entry with this formula, charge and spin (eV): 2.901
Frontier orbital gap (eV): 6.7
Structure (SMILES): C/C(=C/C=C\N=C=S)[N+]#N

The geometry in XYZ format:
```
16
C6H6N3S ωB97M-V/def2-TZVPD
C -2.38 0.47 0.40
C 0.43 1.75 -0.48
C 1.02 0.58 0.03
C -0.89 2.19 -0.60
C 0.64 -0.74 -0.07
C 1.27 -1.87 0.81
N -1.90 1.46 -0.10
N -0.09 -1.30 -1.01
N -0.63 -1.78 -1.84
S -3.21 -0.76 0.80
H 1.12 2.42 -1.02
H 1.72 0.80 0.85
H -1.28 3.18 -0.97
H 0.61 -1.86 1.72
H 2.27 -1.67 1.16
H 1.29 -2.88 0.32
```

=====

No. 14
Molecular formula: C2H2N2OS2
Method: DFT, ωB97M-V/def2-TZVPD

Properties
Lowest unoccupied orbital energy (eV): -0.8
M (u): 134.185
Spin multiplicity: 1
ΔE to the lowest compared entry with this formula, charge and spin (eV): 3.390
Frontier orbital gap (eV): 8.2

The geometry in XYZ format:
```
9
C2H2N2OS2 ωB97M-V/def2-TZVPD
C -1.83 -0.47 0.13
C 0.45 -0.66 0.09
N -0.67 -1.17 -0.06
N -1.70 0.75 0.35
O -0.58 1.24 0.44
S 2.54 1.13 0.04
S 2.16 -0.88 0.13
H -2.67 -1.03 0.14
H 2.29 1.09 -1.25
```

=====

No. 15
Molecular formula: C3H4N3O
Method: DFT, ωB97M-V/def2-TZVPD

Properties
Lowest unoccupied orbital energy (spin up / spin down) (eV): -6.6 / -6.6
Total charge: +1
M (u): 98.085
Spin multiplicity: 1
ΔE to the lowest compared entry with this formula, charge and spin (eV): 2.554
Frontier orbital gap (spin up / spin down) (eV): 8.8 / 8.8
Structure (SMILES): O=[n+]1cccn[nH]1

The geometry in XYZ format:
```
11
C3H4N3O ωB97M-V/def2-TZVPD
C -0.69 -1.01 0.47
C -0.75 0.31 0.81
C 0.17 -1.37 -0.57
N 0.97 -0.50 -1.10
N 1.03 0.68 -0.77
N 0.17 1.27 0.32
O 0.42 2.37 0.66
H -1.53 -1.51 0.99
H -1.55 0.85 1.36
H 0.34 -2.45 -0.89
H 1.44 1.36 -1.28
```